The following is a quantum chemistry calculation of a molecular structure, C45H76F3I3N8O10Si, from the OMol25 dataset.

Structure (XYZ):
```
146
Properties=species:S:1:pos:R:3:forces:R:3:lowdin_charge:R:1
C 0.32153 -3.05566 2.21573 -0.2 -0.4 -0.7 -0.11
C 1.65332 -2.64981 1.28056 -1.0 1.4 0.7 -0.21
C 1.51900 -3.11888 -0.27747 -1.6 -2.5 2.2 -0.22
C 1.52381 -4.79010 -0.19203 -0.6 -0.6 -0.5 -0.08
C 2.45136 -2.44838 -1.42435 0.8 1.5 -3.3 -0.24
N 3.39260 -3.13421 -2.31055 -1.8 -3.4 1.4 0.01
C 3.22144 -4.25400 -2.94273 0.8 -2.2 -0.4 -0.23
C 2.41526 -4.62793 -4.35001 0.4 -0.6 -0.5 -0.06
C 4.07583 -5.59094 -2.39262 1.7 1.1 -1.2 -0.10
C 3.43473 -1.13443 -1.05907 0.1 2.0 0.2 -0.17
C 4.79384 -0.87290 -1.99926 1.8 5.3 -4.9 -0.19
O 4.94836 0.23617 -2.77852 -1.5 -6.6 5.6 -0.05
N 6.05615 -1.72235 -1.97813 0.6 2.2 -0.7 0.09
C 7.22568 -0.90896 -2.53626 2.3 0.7 -7.6 -0.17
O 7.58058 -0.97490 -3.84988 -2.3 0.2 9.8 0.00
F 8.08682 -0.00144 -1.70142 -3.5 -3.2 -1.9 -0.02
C 4.12998 -0.85272 0.36318 2.4 -3.4 3.4 -0.55
I 4.01794 1.13513 1.39785 -0.2 -1.5 -1.3 0.87
C 4.94306 -1.82657 1.19753 -1.8 3.6 -1.4 -0.69
C 5.66113 -1.39847 2.64641 -0.2 0.0 -0.8 -0.22
I 5.22397 -3.88716 0.59172 -0.1 1.6 0.6 0.96
C 2.37518 0.04504 -1.42640 -2.0 6.5 -1.7 -0.34
O 2.40725 1.35472 -1.62060 0.6 -8.4 2.0 -0.02
O 1.04187 -0.52136 -1.66557 2.1 -1.0 -0.3 -0.14
C 1.32940 -1.76064 -2.46415 0.4 1.7 0.7 -0.47
I 2.07309 -0.78786 -4.33368 1.0 0.1 0.5 1.19
C 0.03754 -2.47299 -3.07204 -3.7 0.0 -1.5 -0.30
F -0.27147 -3.86613 -2.70601 1.4 3.1 -0.6 -0.03
F 0.13316 -2.51862 -4.58797 -0.6 -1.1 3.7 -0.24
C -1.40183 -1.63212 -2.92040 0.3 -0.9 -0.7 -0.13
C -1.98195 -1.45343 -1.42350 -0.1 1.7 0.2 -0.27
Si -3.48359 -2.64491 -0.98788 -0.4 1.1 0.7 0.54
C -4.74765 -2.72773 -2.47951 -0.9 -0.5 -0.4 -0.21
C -2.93894 -4.37396 -0.35150 -0.4 -0.8 0.1 -0.22
C -4.41042 -1.71128 0.47228 -2.8 2.8 4.3 -0.21
C -3.64252 -0.56779 1.42201 -3.6 -0.7 1.1 -0.07
C -4.37400 0.20960 2.68478 -2.4 -2.7 -1.7 -0.07
C -5.95794 -0.12567 3.07381 2.0 -2.1 -3.7 -0.05
C -6.76977 -1.22210 2.12062 4.0 1.2 -0.3 -0.06
C -6.00685 -1.99059 0.85006 1.7 2.6 2.5 -0.07
H -0.22275 -2.09590 2.60511 1.1 -1.8 -0.7 0.08
H -0.47585 -3.64507 1.55047 1.7 1.2 1.6 0.05
H 0.66353 -3.72570 3.12976 -0.9 1.4 -2.0 0.09
H 1.60046 -1.45673 1.27825 0.7 -2.5 0.2 0.11
H 2.56290 -3.07935 1.87091 -1.4 1.1 -1.5 0.08
H 0.34827 -2.91528 -0.43598 2.8 0.0 -0.4 0.13
H 2.49661 -5.21963 0.30307 -1.8 1.0 -1.2 0.03
H 1.28945 -5.28396 -1.25440 0.9 1.1 2.3 0.09
H 0.63094 -5.19717 0.49149 1.9 1.3 -1.4 0.09
H 2.32357 -3.72821 -5.09231 -0.1 -1.5 1.8 0.04
H 3.05453 -5.44538 -4.94331 -1.2 1.7 1.6 0.09
H 1.37600 -5.17862 -4.14280 2.3 1.5 -0.3 0.10
H 3.82935 -5.87095 -1.28888 0.2 0.6 -2.3 0.03
H 4.04328 -6.48936 -3.13934 -0.1 2.0 1.8 0.05
H 5.20953 -5.21506 -2.38751 -2.3 -0.7 0.1 0.07
H 5.97059 -2.53302 -2.63968 -0.1 1.0 0.9 0.12
H 6.29049 -2.27368 3.11429 -1.5 1.6 -1.2 0.07
H 4.78714 -1.09564 3.37012 1.8 -0.5 -1.3 0.06
H 6.39521 -0.47786 2.46454 -1.8 -2.0 0.4 0.08
H -2.18660 -2.29855 -3.52592 2.0 1.4 1.1 0.12
H -1.28444 -0.64143 -3.54923 0.0 -1.9 1.6 0.14
H -1.18625 -1.39993 -0.55223 -1.4 -0.2 -2.0 0.08
H -2.49674 -0.37281 -1.40029 1.1 -2.2 0.0 0.11
H -4.46826 -2.00555 -3.36113 -0.5 -1.6 1.6 0.05
H -5.84448 -2.43589 -2.14957 2.3 -0.5 -0.5 0.04
H -4.79824 -3.85840 -2.81052 0.1 2.3 0.2 0.05
H -2.30544 -4.87695 -1.20162 -1.1 0.7 1.8 0.04
H -3.92582 -4.99134 -0.14032 2.1 1.1 -0.5 0.06
H -2.36505 -4.28944 0.66768 -1.0 -0.2 -2.1 0.03
H -2.52706 -0.30435 1.18639 -2.4 -0.5 0.5 0.06
H -3.81998 1.00677 3.37472 -1.1 -2.0 -1.9 0.08
H -6.50275 0.39675 3.99357 1.4 -1.3 -2.2 0.07
H -7.89288 -1.41798 2.41621 2.5 0.3 -0.9 0.08
H -6.64846 -2.75522 0.23007 1.5 1.7 1.3 0.07
C -8.46506 2.18020 5.56038 0.5 0.7 0.1 -0.33
O -7.82678 1.40327 6.26011 -0.2 0.7 -0.5 -0.01
N -8.14035 3.50042 5.33085 -0.5 -1.3 0.2 -0.20
C -8.94822 4.35788 4.48812 0.1 0.0 0.1 -0.07
C -6.95284 4.04998 5.95169 0.1 -0.3 0.2 -0.05
H -9.38532 1.86609 5.04110 0.0 0.1 0.0 0.13
H -8.33348 4.72071 3.65942 -0.3 0.0 0.0 0.09
H -9.30161 5.20605 5.08155 -0.1 0.1 -0.1 0.09
H -9.80960 3.81730 4.08632 0.3 0.0 0.0 0.06
H -6.08114 3.47594 5.62289 0.0 0.2 0.2 0.09
H -7.04471 3.95905 7.03829 0.2 0.1 -0.1 0.09
H -6.82542 5.10127 5.67968 -0.1 -0.2 0.0 0.09
C 4.63824 5.87416 -1.98123 0.7 -0.7 -0.5 -0.32
O 5.21633 6.91772 -1.70294 -0.1 -0.6 -0.2 -0.01
N 5.21542 4.77731 -2.58529 -0.8 1.3 0.7 -0.20
C 4.46295 3.57591 -2.88277 0.2 0.0 0.1 -0.06
C 6.62014 4.82579 -2.93465 0.0 0.3 0.1 -0.05
H 3.56810 5.73054 -1.75907 0.0 -0.1 -0.1 0.13
H 4.91859 2.73305 -2.35527 -0.3 -0.1 -0.2 0.07
H 4.49637 3.39524 -3.96104 -0.1 -0.2 0.1 0.10
H 3.42061 3.67550 -2.56772 0.2 0.0 0.0 0.08
H 7.20684 4.99888 -2.02729 0.1 0.0 -0.2 0.09
H 6.78661 5.65790 -3.62551 0.2 -0.1 0.1 0.09
H 6.93464 3.88947 -3.40349 -0.2 0.1 0.1 0.09
C -11.25329 4.43849 1.24202 -0.5 -0.4 0.5 -0.31
O -10.36354 3.74186 1.71496 -0.9 0.4 -0.2 0.00
N -12.57522 4.42137 1.63360 1.3 0.2 -0.6 -0.21
C -13.57115 5.27839 1.02393 0.0 -0.2 0.1 -0.07
C -12.98360 3.51761 2.68909 0.3 -0.2 0.0 -0.05
H -11.05244 5.16085 0.43391 -0.1 0.0 0.0 0.13
H -14.00802 5.91830 1.79591 -0.1 0.1 -0.2 0.09
H -14.35175 4.65376 0.58015 -0.1 0.2 0.0 0.09
H -13.12808 5.90596 0.24580 0.0 -0.1 0.2 0.09
H -12.41601 3.74930 3.59554 -0.2 -0.2 0.0 0.09
H -12.75818 2.49075 2.38550 -0.1 0.0 0.2 0.10
H -14.05391 3.61567 2.88967 0.2 0.1 -0.1 0.09
C 1.89609 -8.66762 -3.58505 0.6 -0.7 -0.4 -0.28
O 2.47418 -7.62406 -3.30676 -0.6 -1.2 -0.4 -0.04
N 2.47327 -9.76447 -4.18912 -0.9 1.2 0.7 -0.20
C 1.72079 -10.96587 -4.48659 0.2 0.1 0.0 -0.06
C 3.87798 -9.71599 -4.53847 0.1 0.3 0.1 -0.04
H 0.82595 -8.81124 -3.36289 0.1 -0.1 0.0 0.14
H 2.17644 -11.80874 -3.95909 -0.2 -0.1 -0.1 0.09
H 1.75422 -11.14654 -5.56486 -0.1 -0.2 0.1 0.09
H 0.67846 -10.86628 -4.17154 0.2 0.1 0.0 0.09
H 4.46469 -9.54290 -3.63111 0.1 0.0 -0.2 0.10
H 4.04446 -8.88388 -5.22933 0.2 -0.1 0.1 0.09
H 4.19248 -10.65231 -5.00732 -0.2 0.2 0.1 0.09
C 3.67606 -0.95500 6.89428 0.6 0.4 0.3 -0.33
O 4.31435 -1.73193 7.59401 -0.4 0.9 -0.6 0.00
N 4.00078 0.36522 6.66475 -0.5 -1.3 0.0 -0.21
C 3.19291 1.22267 5.82202 0.2 0.0 0.2 -0.07
C 5.18829 0.91477 7.28559 0.1 -0.3 0.2 -0.05
H 2.75581 -1.26912 6.37501 0.0 0.1 0.0 0.13
H 3.80765 1.58550 4.99332 -0.2 0.1 -0.1 0.07
H 2.83952 2.07084 6.41545 -0.1 0.0 -0.2 0.09
H 2.33153 0.68210 5.42022 0.2 0.0 0.1 0.08
H 6.05999 0.34074 6.95679 0.0 0.2 0.2 0.09
H 5.09642 0.82385 8.37219 0.2 0.1 -0.1 0.09
H 5.31571 1.96606 7.01358 -0.1 -0.2 0.0 0.09
C 4.43106 12.41033 -1.80488 0.4 -0.3 -0.8 -0.33
O 4.01820 13.41018 -2.37973 0.4 -0.8 0.2 -0.01
N 5.17152 11.40278 -2.38597 -0.8 1.1 0.8 -0.21
C 5.62437 10.24853 -1.63716 -0.1 -0.1 -0.3 -0.06
C 5.50883 11.49971 -3.79113 -0.2 0.3 0.0 -0.05
H 4.23161 12.23643 -0.73475 0.1 -0.1 0.0 0.13
H 6.71685 10.20967 -1.67287 -0.1 -0.2 0.1 0.09
H 5.20999 9.34530 -2.09420 0.2 -0.1 0.3 0.07
H 5.30099 10.30369 -0.59408 0.0 0.1 -0.2 0.09
H 6.08526 12.41505 -3.95652 -0.1 -0.1 -0.2 0.09
H 4.58553 11.55471 -4.37586 0.2 0.0 -0.1 0.09
H 6.09479 10.63305 -4.10891 -0.1 0.1 0.2 0.09
```
Forces are in eV/Å.

Gap between HOMO and LUMO   7.297 eV
LUMO level   -1.03 eV
E_HOMO   -8.3 eV